A molecular structure, C18H20AsN3O6S6SbY, computed with ωB97M-V/def2-TZVPD.

Summary:
Total charge   -2
Energy relative to the best compared isomer or geometry (same formula, charge and spin)   68.3 kcal per mole
Frontier orbital gap   0.105 Ha
Maximum force   4.53 eV Å⁻¹
HOMO   0.31 eV
E   -169180.87473 eV

Geometry as XYZ:
```
56
Properties=species:S:1:pos:R:3:lowdin_charge:R:1
Y -17.66901 -9.06783 3.34546 1.3039
S -15.51445 -4.34200 6.43073 -0.5583
Sb -16.73102 -3.08738 4.79759 0.0584
S -16.47532 -6.64435 4.59628 -0.2573
S -17.92400 -5.33112 4.50876 -0.4172
S -15.46220 -3.59503 2.78892 -0.5269
O -19.74510 -13.55631 2.76271 -0.2995
As -18.63788 -12.42596 3.62333 1.0754
O -19.01031 -10.81133 2.87955 -0.6240
O -19.06271 -12.40946 5.31905 -0.5054
C -16.93475 -13.09417 2.87755 -0.2289
C -17.15018 -14.16873 2.02581 -0.0828
C -16.00339 -14.85860 1.56265 -0.0665
C -14.73037 -14.42114 1.90991 -0.0755
C -14.54479 -13.24794 2.64167 -0.0543
C -15.66037 -12.50213 2.98602 -0.2525
S -15.42526 -10.74990 3.23593 0.5090
O -14.02359 -10.40090 3.35820 -0.2565
O -16.13732 -10.14833 2.06990 -0.4098
O -16.26890 -10.45672 4.40989 -0.4094
H -20.27984 -13.98481 3.46210 0.0510
H -18.14132 -14.45882 1.70645 0.0901
H -16.14917 -15.78599 1.03162 0.0951
H -13.83037 -14.93465 1.58772 0.1022
H -13.56617 -12.86387 2.91727 0.1171
C -14.35837 -6.56361 0.73477 -0.0471
C -15.63513 -6.61794 -0.15391 -0.5641
C -16.00567 -5.21149 -0.60760 -0.0871
C -15.36991 -7.54508 -1.35558 -0.0700
C -16.79911 -7.18512 0.63121 -0.0388
N -17.44267 -7.75395 1.44196 0.0833
H -13.44375 -6.29430 0.20713 0.0803
H -14.17500 -7.57552 1.15925 0.0873
H -14.44958 -5.81722 1.56419 0.0232
H -15.21548 -4.75492 -1.22595 0.0855
H -16.21402 -4.52140 0.26460 0.0312
H -16.88929 -5.19344 -1.27418 0.0788
H -14.59778 -7.12023 -2.04198 0.0917
H -16.30236 -7.67541 -1.97705 0.0930
H -15.02677 -8.51427 -1.04844 0.0660
N -20.77174 -9.75218 4.99070 0.0778
C -19.82522 -9.61093 5.91703 -0.6994
N -18.63786 -9.07037 5.77062 0.0162
C -18.02697 -8.80349 7.00315 -0.2581
C -16.86702 -8.05864 7.33457 -0.0561
C -16.43569 -7.97105 8.64011 -0.0796
C -17.06081 -8.68686 9.67864 -0.1200
C -18.21983 -9.38425 9.42282 -0.1307
C -18.73262 -9.38748 8.10398 -0.4700
S -20.27735 -10.03690 7.59550 1.0217
H -20.40903 -10.06635 4.08192 0.0490
H -21.65642 -10.18887 5.28307 0.1012
H -16.27627 -7.53993 6.55579 -0.0264
H -15.60683 -7.28584 8.90774 0.1138
H -16.64745 -8.71145 10.66515 0.0806
H -18.80993 -9.83543 10.21750 0.0893
```


A molecular structure, C18H20BN3O8P2Rh, computed with ωB97M-V/def2-TZVPD.

Summary:
Total charge   +1
<S²>   6.009
Energy relative to the best compared isomer or geometry (same formula, charge and spin)   31.7 kcal per mole
Frontier orbital gap (alpha / beta)   0.267 / 0.222 Ha
Maximum force   0.76 eV Å⁻¹
Spin multiplicity   5
HOMO (alpha / beta)   -10.63 / -11.39 eV
E   -62102.60504 eV

Geometry as XYZ:
```
53
Properties=species:S:1:pos:R:3:lowdin_spin:R:1
Rh -0.73335 0.44346 0.18734 2.7811
N -4.68800 0.80903 -1.61650 0.0006
C -4.33310 0.72748 -0.13428 0.0023
C -5.62680 0.82263 0.66176 0.0006
P -3.54832 -0.94218 0.00681 0.0129
O -3.10484 -0.97547 1.56059 0.0070
O -4.57078 -1.95106 -0.30852 0.0146
O -2.25271 -0.83392 -0.79256 0.1211
P -3.25554 2.21501 0.08509 0.0154
O -2.68584 2.05300 1.58582 0.0308
O -4.09196 3.40119 -0.13656 0.0102
O -2.04838 1.89118 -0.78980 0.1565
H -5.30691 0.03179 -1.86679 0.0000
H -3.82735 0.74753 -2.17027 0.0004
H -5.14401 1.70569 -1.81324 0.0000
H -6.28647 -0.01716 0.43978 0.0001
H -6.13146 1.76969 0.46623 0.0000
H -5.39082 0.78821 1.72525 0.0000
H -3.64342 -1.60637 2.05352 0.0003
H -3.06817 2.67397 2.21718 0.0005
C 0.88037 -1.89469 3.57933 0.0012
C 1.92210 -2.59125 2.99382 0.0094
C 2.06767 -2.57862 1.61368 0.0003
C 1.16209 -1.85798 0.85527 0.0163
N 0.15938 -1.17210 1.43157 0.0839
C 0.01863 -1.19054 2.75814 0.0189
C 1.23842 -1.78258 -0.64065 0.0124
C 2.04437 -2.61776 -1.39445 0.0057
C 2.03501 -2.47947 -2.77633 -0.0024
C 1.22134 -1.52389 -3.35796 0.0056
C 0.44403 -0.72705 -2.53681 0.0126
N 0.45889 -0.86080 -1.21517 0.1465
H 0.73426 -1.88360 4.64957 0.0002
H 2.62515 -3.14314 3.60329 0.0005
H 2.88280 -3.11176 1.14908 0.0003
H -0.81748 -0.62820 3.15332 0.0022
H 2.65748 -3.37454 -0.92953 0.0011
H 2.65579 -3.12071 -3.38710 -0.0002
H 1.18358 -1.39003 -4.42932 0.0009
H -0.20678 0.04241 -2.93091 0.0018
O 1.96278 1.73653 -1.32386 0.0544
B 1.26661 1.50183 -0.16112 0.3551
O 2.08880 1.43771 0.94913 0.0785
C 3.36868 1.65836 0.44439 0.0198
C 4.56043 1.70294 1.12737 0.0019
C 5.69720 1.94009 0.35633 0.0007
C 5.61745 2.12414 -1.02142 0.0006
C 4.39859 2.08047 -1.69567 0.0009
C 3.28809 1.84020 -0.92125 0.0156
H 4.61145 1.57290 2.19907 0.0002
H 6.66193 1.99017 0.84212 0.0002
H 6.52272 2.31294 -1.58187 0.0001
H 4.32638 2.23434 -2.76292 0.0002
```


A molecular structure, C18H20BrIN4O2PdS, computed with ωB97M-V/def2-TZVPD.

Summary:
<S²>   2.009
Frontier orbital gap (alpha / beta)   0.284 / 0.211 Ha
Maximum force   2.18 eV Å⁻¹
Spin multiplicity   3
HOMO (alpha / beta)   -7.76 / -7.74 eV
E   -121500.59783 eV

Geometry as XYZ:
```
48
Properties=species:S:1:pos:R:3:lowdin_spin:R:1
Pd 0.29703 1.50976 -1.04268 1.0521
O 2.67865 2.10949 2.54996 0.0050
C 1.83934 2.46073 3.53514 0.0009
C 2.34359 2.71468 4.81201 0.0002
C 1.49774 3.10747 5.82873 0.0008
C 0.14108 3.26050 5.59375 0.0006
C -0.37130 2.98809 4.33832 0.0022
C 0.46063 2.56963 3.31504 0.0100
C -0.08791 2.16115 1.94985 0.0130
O 0.71675 2.49905 0.94600 0.1830
N -0.25756 0.67828 2.02313 0.0013
N -0.14629 -0.04248 0.94090 0.0063
C -0.40716 -1.30322 0.92687 0.0000
C -0.30873 -2.10884 -0.25160 0.0035
Br 0.54519 -1.24319 -1.75293 0.0476
C -0.82308 -3.34768 -0.36079 0.0015
C -0.90458 -4.20672 -1.53146 0.0007
C 0.14189 -4.36759 -2.43810 0.0012
C -0.02605 -5.13215 -3.57757 0.0004
C -1.23687 -5.75435 -3.83139 0.0000
C -2.26810 -5.64779 -2.91182 0.0003
C -2.09983 -4.89374 -1.76676 0.0000
H 2.15391 2.18571 1.70485 0.0010
H 3.40529 2.61211 4.97878 0.0000
H 1.89711 3.30972 6.81240 0.0001
H -0.51611 3.59417 6.38212 0.0001
H -1.42848 3.10073 4.14895 0.0001
H -1.10918 2.59356 1.84046 0.0027
H -0.65483 0.28632 2.87444 -0.0002
H -0.75967 -1.81444 1.82783 0.0001
H -1.34060 -3.72071 0.51437 0.0002
H 1.09987 -3.91401 -2.24187 0.0008
H 0.79743 -5.24960 -4.26639 0.0000
H -1.37060 -6.33401 -4.73205 0.0000
H -3.20471 -6.15731 -3.09041 0.0000
H -2.91263 -4.80826 -1.05889 0.0000
N -0.58739 3.21833 -3.30884 0.0204
C -1.06801 2.07806 -2.73247 0.0278
N -1.22316 1.00438 -3.56259 0.0470
S -2.04536 2.19039 -1.33180 0.1218
H 0.09559 3.14529 -4.04793 0.0007
H -0.50542 4.02439 -2.70472 0.0012
H -0.59532 0.84812 -4.33430 0.0006
H -1.72318 0.20517 -3.20476 0.0012
I 2.33418 4.14885 -1.57973 0.0723
C 2.20444 2.03732 -1.91087 0.3244
H 2.97179 1.56497 -1.29920 0.0258
H 2.36058 1.83964 -2.97197 0.0212
```


A single C18H20BrNO2 molecule, computed with ωB97M-V/def2-TZVPD.

Summary:
Energy relative to the best compared isomer or geometry (same formula, charge and spin)   17.8 kcal per mole
Frontier orbital gap   0.323 Ha
Maximum force   2.18 eV Å⁻¹
HOMO   -8.51 eV
SMILES string   Cc1nc2ccc(Br)cc2c2oc([C@H](C)OCC(C)C)cc12
E   -94617.97734 eV

Geometry as XYZ:
```
42
Properties=species:S:1:pos:R:3:lowdin_charge:R:1
C -2.77804 0.19547 3.13825 -0.0094
C -2.86684 0.19350 1.62397 -0.2572
N -3.99955 0.49916 1.04842 0.1550
C -4.12034 0.49771 -0.30350 -0.2397
C -5.35234 0.82661 -0.84587 0.0083
C -5.54802 0.78808 -2.23773 -0.1064
C -4.50022 0.45045 -3.10017 -0.6512
Br -4.83399 0.31847 -4.99842 0.6957
C -3.26894 0.16263 -2.54141 -0.0549
C -3.06914 0.18375 -1.16050 -0.0899
C -1.84105 -0.13995 -0.54180 -0.1169
O -0.65178 -0.52907 -1.13235 0.1253
C 0.20907 -0.81167 -0.11511 -0.2235
C 1.60978 -1.26229 -0.33937 -0.3154
C 1.66091 -2.77167 -0.50069 -0.0109
O 2.50429 -0.99322 0.76612 -0.1269
C 2.83443 0.35467 1.00936 -0.2047
C 3.94594 0.79663 0.06605 -0.3995
C 5.10379 -0.23995 0.05004 -0.0596
C 4.50403 2.15891 0.53048 -0.0808
C -0.36586 -0.57674 1.07044 0.0659
C -1.74672 -0.14540 0.82838 -0.0678
H -3.66512 -0.31503 3.53077 0.0849
H -1.85869 -0.31817 3.51762 0.0862
H -2.76919 1.20798 3.45030 0.0658
H -6.09174 1.15174 -0.15164 0.1077
H -6.50486 1.02839 -2.66427 0.0919
H -2.39245 -0.07953 -3.15377 0.1230
H 1.98379 -0.79521 -1.22056 0.1405
H 2.70565 -3.04141 -0.75201 0.0898
H 1.39125 -3.24428 0.43742 0.0878
H 0.93951 -3.10495 -1.28669 0.1044
H 3.12815 0.45207 2.05086 0.1328
H 1.94413 0.96923 0.85577 0.1257
H 3.53390 0.94477 -0.92963 0.1255
H 5.91366 0.03744 -0.64488 0.0805
H 5.46385 -0.40445 1.06304 0.0818
H 4.71623 -1.21220 -0.33635 0.0749
H 3.75508 2.96639 0.37757 0.0882
H 4.83517 2.06063 1.54765 0.0668
H 5.41217 2.42588 -0.03394 0.0781
H 0.13006 -0.68542 2.02815 0.1282
```


A molecular structure, C18H20ClF6N2O5PV, computed with ωB97M-V/def2-TZVPD.

Summary:
Total charge   +2
<S²>   0.763
Energy relative to the best compared isomer or geometry (same formula, charge and spin)   0.0 kcal per mole
Frontier orbital gap (alpha / beta)   0.247 / 0.275 Ha
Maximum force   0.20 eV Å⁻¹
Spin multiplicity   2
HOMO (alpha / beta)   -15.59 / -15.59 eV
E   -95995.43721 eV

Geometry as XYZ:
```
54
Properties=species:S:1:pos:R:3:lowdin_spin:R:1
V 1.45093 0.38824 -1.14915 1.0627
C 1.98183 1.93656 2.01184 -0.0011
C 2.47608 2.27439 0.63936 -0.0061
C 3.23847 1.33817 -0.10716 0.0035
C 3.88020 1.72908 -1.31060 -0.0050
C 3.70000 3.00124 -1.80571 -0.0007
C 2.88849 3.89581 -1.10593 -0.0086
C 2.28263 3.53845 0.09135 -0.0010
H 1.92953 0.86079 2.17539 0.0000
H 1.00630 2.37983 2.20943 -0.0001
H 2.67904 2.34716 2.74587 -0.0006
H 3.55768 0.42180 0.38335 0.0043
H 4.50507 1.01526 -1.83048 -0.0002
H 4.18821 3.30777 -2.72021 0.0001
H 2.74470 4.89644 -1.49321 -0.0003
H 1.69772 4.27013 0.63486 0.0001
O 0.24964 1.11027 -4.48063 0.0027
Cl -0.14818 1.14642 -3.14763 0.0087
O -1.34494 1.81875 -2.87492 0.0016
O 0.98799 1.81035 -2.30037 -0.0089
O -0.10918 -0.18717 -2.49831 0.0040
F 2.45542 -0.54715 -2.18517 -0.0175
P 2.68320 -2.89784 -0.14439 0.0001
F 1.89081 -1.41466 0.14602 0.0093
F 2.30284 -3.26723 1.28915 -0.0001
F 3.39814 -4.24529 -0.40909 0.0000
F 3.95736 -2.07777 -0.36602 0.0001
F 1.67002 -3.11660 -1.26925 0.0000
C -4.18513 -0.93081 1.26861 -0.0006
N -3.12281 0.00667 0.91702 -0.0066
N -1.86897 -0.43159 0.61427 -0.0029
C -1.11137 0.65577 0.37951 -0.0001
O 0.16221 0.54593 0.04695 -0.0306
C -1.87623 1.79451 0.54461 -0.0061
C -3.14932 1.34553 0.88752 0.0005
C -4.37362 2.13466 1.18711 0.0003
C -1.53825 -1.82908 0.51894 -0.0002
C -1.08067 -2.48683 1.65020 -0.0001
C -0.82510 -3.84788 1.56789 0.0000
C -1.02896 -4.52211 0.36999 0.0000
C -1.48028 -3.84390 -0.75619 0.0000
C -1.74002 -2.48349 -0.68771 0.0000
H -4.28422 -1.68609 0.49324 -0.0002
H -5.10784 -0.36491 1.34116 0.0000
H -3.96791 -1.40295 2.22469 -0.0003
H -1.56041 2.81475 0.41684 -0.0002
H -4.15280 3.19498 1.10095 0.0000
H -4.72922 1.93973 2.19925 0.0001
H -5.17490 1.89529 0.48719 0.0001
H -0.94291 -1.94677 2.57877 0.0000
H -0.47864 -4.38343 2.44135 0.0000
H -0.84256 -5.58653 0.31543 0.0000
H -1.63892 -4.37527 -1.68461 0.0000
H -2.10118 -1.93938 -1.55134 0.0000
```